# 1
The following is a DFT calculation (wB97M-V/def2-TZVPD) of a molecular structure, C63H68IIrO5PSi in a non-equilibrium geometry.

Structure (XYZ):
```
140
Properties=species:S:1:pos:R:3:mulliken_charge:R:1
Ir -0.76 -0.70 0.55 1.40
C 1.49 1.05 6.59 -1.64
C 0.40 0.19 5.97 1.38
C -0.40 -0.58 7.01 -1.90
O -0.47 0.98 5.19 -0.43
C -0.20 0.78 3.81 -0.50
C 0.45 -0.60 3.78 0.42
O 1.01 -0.73 5.08 -0.24
C 1.57 -0.83 2.72 1.38
O 1.16 -0.56 1.42 -0.15
C 2.73 0.13 3.05 0.23
C 3.68 -0.17 4.02 0.00
C 4.69 0.72 4.33 -0.88
C 4.77 1.94 3.68 -0.83
C 3.83 2.26 2.72 -0.87
C 2.82 1.36 2.41 0.67
C 2.11 -2.27 2.79 0.29
C 1.67 -3.25 3.66 -0.50
C 2.18 -4.55 3.60 -0.90
C 3.15 -4.87 2.67 -1.02
C 3.62 -3.89 1.80 -0.60
C 3.09 -2.61 1.86 -0.47
C -1.46 1.06 2.95 0.94
O -1.07 0.96 1.63 -0.23
C -1.80 2.55 3.22 0.66
C -2.97 2.96 3.84 -0.69
C -3.22 4.31 4.06 -1.06
C -2.30 5.27 3.66 -0.78
C -1.13 4.86 3.03 -0.93
C -0.89 3.52 2.81 0.67
C -2.69 0.20 3.20 -0.63
C -3.56 -0.01 2.13 0.37
C -4.70 -0.78 2.27 -0.67
C -5.01 -1.36 3.49 -0.80
C -4.18 -1.12 4.57 -1.21
C -3.04 -0.34 4.44 0.26
H 1.05 1.75 7.30 0.43
H 1.99 1.61 5.81 0.29
H 2.22 0.43 7.10 0.34
H -0.99 0.11 7.62 0.35
H 0.27 -1.14 7.66 0.45
H -1.08 -1.28 6.52 0.42
H 0.54 1.51 3.48 0.09
H -0.33 -1.36 3.66 -0.32
H 3.63 -1.13 4.53 0.44
H 5.42 0.46 5.08 0.44
H 5.56 2.64 3.93 0.39
H 3.87 3.22 2.21 0.50
H 2.07 1.61 1.66 -1.01
H 0.94 -3.02 4.42 0.42
H 1.81 -5.30 4.29 0.46
H 3.55 -5.88 2.63 0.43
H 4.40 -4.13 1.09 0.63
H 3.44 -1.85 1.17 0.76
H -3.71 2.24 4.16 0.44
H -4.13 4.61 4.55 0.45
H -2.49 6.32 3.83 0.40
H -0.40 5.60 2.70 0.45
H 0.01 3.21 2.29 -0.17
H -3.33 0.47 1.18 0.24
H -5.36 -0.92 1.42 0.47
H -5.89 -1.97 3.59 0.41
H -4.42 -1.54 5.54 0.44
H -2.43 -0.13 5.30 0.74
I -1.60 -2.77 2.07 0.48
C -2.53 -4.33 1.04 0.63
C -3.36 -5.07 1.87 -0.62
C -3.95 -6.26 1.41 -1.01
C -3.67 -6.69 0.15 -0.89
C -2.84 -5.95 -0.72 1.18
C -2.60 -6.45 -2.02 -0.82
C -1.84 -5.75 -2.91 -1.33
C -1.31 -4.51 -2.52 -0.69
C -1.49 -3.97 -1.26 1.67
P -0.84 -2.22 -1.20 0.17
C -2.15 -1.53 -2.28 1.35
C -2.09 -1.10 -3.60 -0.46
C -3.24 -0.72 -4.26 -0.71
C -4.47 -0.75 -3.62 -0.87
C -4.54 -1.15 -2.30 -0.70
C -3.39 -1.54 -1.64 -0.64
C 0.80 -2.49 -1.96 0.57
C 1.19 -2.33 -3.29 0.18
C 2.50 -2.60 -3.68 -1.08
C 3.42 -3.06 -2.76 -0.96
C 3.04 -3.22 -1.43 -0.19
C 1.75 -2.93 -1.03 -0.82
C -2.26 -4.71 -0.30 -0.39
H -3.55 -4.73 2.88 0.46
H -4.59 -6.83 2.07 0.43
H -4.10 -7.62 -0.22 0.37
H -3.05 -7.40 -2.29 0.39
H -1.65 -6.13 -3.90 0.44
H -0.75 -3.95 -3.26 0.36
H -1.15 -1.04 -4.13 0.32
H -3.18 -0.39 -5.29 0.36
H -5.36 -0.45 -4.15 0.37
H -5.49 -1.16 -1.78 0.45
H -3.46 -1.87 -0.60 -0.01
H 0.50 -1.97 -4.04 0.50
H 2.78 -2.46 -4.71 0.45
H 4.43 -3.29 -3.06 0.41
H 3.75 -3.56 -0.69 0.15
H 1.48 -3.00 0.02 0.22
C 0.47 3.89 -1.07 -1.24
Si -0.52 2.62 -2.03 0.07
C -2.36 2.96 -1.75 3.14
C -2.55 3.21 -0.24 -1.52
C -3.25 1.78 -2.15 -1.88
C -2.81 4.23 -2.48 -2.08
C -0.01 2.67 -3.89 2.93
C 1.22 1.79 -4.19 -2.20
C -1.13 2.18 -4.82 -1.89
C 0.34 4.11 -4.27 -2.00
H 0.05 4.89 -1.19 0.18
H 1.52 3.94 -1.36 0.44
H 0.42 3.63 -0.01 -0.04
H -2.12 2.42 0.36 -0.56
H -3.62 3.26 -0.02 0.64
H -2.11 4.15 0.07 0.36
H -2.97 0.88 -1.61 -0.15
H -3.20 1.56 -3.22 0.48
H -4.29 2.01 -1.91 0.64
H -2.16 5.09 -2.25 0.33
H -3.82 4.50 -2.15 0.49
H -2.84 4.12 -3.57 0.34
H 1.07 0.76 -3.88 0.38
H 2.12 2.16 -3.70 0.35
H 1.41 1.80 -5.26 0.53
H -1.40 1.15 -4.62 0.13
H -0.77 2.23 -5.86 0.60
H -2.03 2.79 -4.76 0.18
H 1.20 4.48 -3.71 0.33
H -0.49 4.80 -4.08 0.34
H 0.58 4.17 -5.33 0.51
C 1.27 0.93 -1.13 -0.44
O -0.14 1.10 -1.38 0.86
H 1.47 1.08 -0.08 -0.37
H 1.87 1.62 -1.72 0.80
H 1.56 -0.09 -1.40 -0.45
```

Results
gap between HOMO and LUMO (alpha / beta) = 6.866 / 7.226 eV
calculated total energy = -104778.826 eV
F_max = 1.1 eV/Å
multiplicity = 2
energy above the lowest of the compared OMol25 structures with the same formula, charge and spin = 0.0 kJ/mol
expectation value of S² = 0.753
highest occupied orbital energy (alpha / beta) = -7.200 / -7.478 eV

***

# 2
The following is a DFT calculation (wB97M-V/def2-TZVPD) of 14 unconnected molecules or ions with the total composition C63H70N14 in a non-equilibrium geometry.

Structure (XYZ):
```
147
Properties=species:S:1:pos:R:3:mulliken_charge:R:1
N -4.39 23.33 19.70 0.11
C -3.43 22.35 19.60 -0.57
C -3.82 21.31 20.41 0.22
C -5.07 21.63 20.98 -1.00
C -5.40 22.87 20.49 -0.84
H -4.43 24.19 19.19 0.27
H -2.63 22.44 18.88 0.27
H -3.28 20.37 20.45 0.75
H -5.68 21.06 21.65 0.49
H -6.29 23.46 20.64 0.40
N 2.42 17.06 16.08 1.08
C 1.45 16.11 15.90 -1.26
C 1.75 15.34 14.80 -0.38
C 3.06 15.73 14.41 -1.23
C 3.42 16.79 15.19 -0.45
H 2.39 17.84 16.71 -0.10
H 0.50 16.17 16.41 0.84
H 1.07 14.68 14.29 0.46
H 3.65 15.42 13.56 0.40
H 4.35 17.34 15.25 0.51
N -0.53 17.90 14.22 1.59
C -1.87 18.08 14.44 -0.23
C -2.43 18.38 13.21 -0.52
C -1.45 18.26 12.21 -1.61
C -0.27 18.01 12.88 -0.54
H 0.18 17.61 14.87 -0.49
H -2.28 18.03 15.43 0.14
H -3.47 18.61 13.02 0.63
H -1.63 18.37 11.16 0.44
H 0.74 17.84 12.55 0.64
N -5.85 17.06 16.52 1.09
C -5.16 17.58 15.47 -0.32
C -5.26 16.69 14.42 -0.83
C -6.05 15.58 14.89 -0.96
C -6.40 15.87 16.18 -0.53
H -5.95 17.55 17.41 0.39
H -4.58 18.49 15.54 0.45
H -4.83 16.75 13.44 0.44
H -6.30 14.71 14.31 0.43
H -7.05 15.42 16.92 0.50
N -2.76 14.99 16.05 0.49
C -2.99 14.48 17.29 -0.80
C -1.88 13.74 17.62 -0.65
C -1.02 13.73 16.49 -0.72
C -1.62 14.46 15.49 -0.72
H -3.44 15.53 15.53 0.11
H -3.78 14.85 17.93 0.55
H -1.67 13.27 18.57 0.65
H -0.09 13.20 16.39 0.66
H -1.46 14.59 14.44 0.57
N 2.23 12.89 19.49 0.14
C 2.23 12.54 20.81 -0.65
C 1.13 13.11 21.39 -1.13
C 0.49 13.90 20.40 0.57
C 1.20 13.74 19.22 -0.90
H 2.95 12.60 18.86 0.20
H 3.00 11.91 21.23 0.39
H 0.91 13.12 22.45 0.43
H -0.34 14.57 20.58 0.80
H 1.00 14.04 18.21 0.11
N -6.52 20.60 15.04 0.22
C -7.54 20.52 15.95 -0.79
C -7.10 20.92 17.17 -1.20
C -5.71 21.23 17.02 1.71
C -5.40 21.07 15.69 -1.56
H -6.61 20.31 14.08 0.24
H -8.55 20.28 15.68 0.39
H -7.65 20.99 18.09 0.56
H -5.08 21.60 17.82 -0.03
H -4.53 21.26 15.09 0.62
N -0.14 15.72 24.23 -0.60
C -1.41 15.30 24.24 -0.46
C -2.34 15.76 23.33 -0.53
C -1.91 16.60 22.31 -0.34
C -0.61 17.06 22.29 0.58
C 0.24 16.54 23.26 -0.54
H -1.73 14.60 25.01 0.35
H -3.38 15.51 23.43 0.44
H -2.66 16.92 21.59 0.50
H -0.30 17.82 21.58 0.24
H 1.27 16.89 23.33 0.46
N 4.97 16.21 19.47 -0.67
C 5.12 17.43 18.94 -0.39
C 4.17 18.44 19.02 -0.92
C 2.96 18.13 19.63 0.22
C 2.80 16.88 20.18 0.08
C 3.82 15.93 20.08 -0.65
H 6.10 17.57 18.50 0.41
H 4.44 19.44 18.71 0.53
H 2.11 18.81 19.61 0.59
H 1.89 16.58 20.70 0.28
H 3.65 15.04 20.67 0.42
N 0.05 18.60 17.94 1.47
C -0.59 17.57 18.53 -1.71
C -1.97 17.51 18.59 -0.98
C -2.74 18.53 18.06 0.49
C -2.08 19.57 17.43 -0.49
C -0.69 19.60 17.48 0.59
H 0.06 16.79 18.93 0.60
H -2.40 16.64 19.08 1.24
H -3.81 18.45 18.19 -0.25
H -2.63 20.41 17.02 -0.64
H -0.20 20.45 17.01 -0.53
N -6.45 18.01 19.26 -0.29
C -7.80 17.94 19.19 -0.38
C -8.63 18.15 20.28 -0.87
C -8.03 18.39 21.52 -0.16
C -6.66 18.41 21.60 -1.21
C -5.91 18.23 20.46 -0.04
H -8.15 17.93 18.16 0.42
H -9.70 18.24 20.21 0.39
H -8.69 18.64 22.34 0.40
H -6.17 18.60 22.56 0.52
H -4.85 18.45 20.46 0.54
N 4.17 20.97 14.14 -0.61
C 3.25 20.84 13.18 -0.40
C 1.89 20.69 13.44 -0.89
C 1.51 20.62 14.76 0.40
C 2.44 20.76 15.78 0.04
C 3.77 20.95 15.43 -0.64
H 3.68 20.88 12.19 0.41
H 1.18 20.60 12.63 0.49
H 0.49 20.39 15.06 0.50
H 2.13 20.69 16.81 0.41
H 4.58 21.05 16.14 0.38
N 1.68 21.34 22.04 -0.62
C 1.98 22.49 21.42 -0.50
C 1.30 22.93 20.29 -0.77
C 0.28 22.14 19.79 -0.14
C 0.00 20.94 20.41 0.96
C 0.68 20.59 21.57 -0.91
H 2.75 23.03 21.95 0.42
H 1.51 23.87 19.80 0.44
H -0.19 22.44 18.87 0.44
H -0.79 20.31 20.00 0.16
H 0.27 19.80 22.18 0.56
N -1.74 22.86 16.68 0.20
C -0.58 23.29 16.21 0.09
C -0.47 24.39 15.35 -1.17
C -1.58 25.15 15.12 -0.44
C -2.81 24.71 15.61 -1.27
C -2.85 23.54 16.32 0.22
H 0.33 22.77 16.51 0.44
H 0.49 24.70 14.97 0.48
H -1.46 26.04 14.51 0.39
H -3.69 25.31 15.41 0.46
H -3.77 23.19 16.79 0.44
```

Results
gap between HOMO and LUMO = 8.233 eV
calculated total energy = -87325.516 eV
F_max = 1.4 eV/Å
energy above the lowest of the compared OMol25 structures with the same formula, charge and spin = 0.0 kJ/mol
highest occupied orbital energy = -7.902 eV

***

# 3
The following is a DFT calculation (wB97M-V/def2-TZVPD) of a molecular structure, C63H78AsBrN5O2PbSe.

Structure (XYZ):
```
152
Properties=species:S:1:pos:R:3:mulliken_charge:R:1
Pb 0.14 0.04 -0.21 1.56
C -1.92 -1.25 6.95 -2.11
C -0.74 -0.35 6.56 2.07
C -0.92 1.02 7.22 -1.71
C 0.56 -1.00 7.05 -1.59
C -0.66 -0.15 5.05 0.11
C -1.59 -0.67 4.17 -0.61
C -1.41 -0.48 2.81 -1.20
N -0.39 0.19 2.29 0.86
C 0.50 0.75 3.13 -0.73
C 0.39 0.58 4.50 -0.88
C 1.62 1.54 2.53 0.64
C 2.31 2.50 3.27 -0.75
C 3.35 3.21 2.70 0.35
C 3.64 2.94 1.36 -0.73
C 2.91 1.98 0.69 -1.21
N 1.92 1.29 1.26 0.35
C 4.14 4.27 3.46 2.05
C 3.82 5.64 2.84 -1.66
C 5.65 3.98 3.32 -1.73
C 3.78 4.30 4.94 -2.14
H -1.91 -1.40 8.03 0.52
H -1.85 -2.23 6.47 0.34
H -2.88 -0.80 6.69 0.38
H -1.00 0.90 8.31 0.45
H -1.83 1.51 6.87 0.39
H -0.08 1.68 7.02 0.32
H 0.50 -1.17 8.13 0.50
H 1.43 -0.37 6.86 0.32
H 0.72 -1.97 6.56 0.22
H -2.45 -1.25 4.50 0.62
H -2.12 -0.88 2.10 0.32
H 1.14 1.01 5.15 0.67
H 2.00 2.70 4.28 0.70
H 4.42 3.47 0.83 0.45
H 3.11 1.76 -0.35 0.45
H 4.09 5.68 1.78 0.34
H 4.39 6.42 3.36 0.51
H 2.76 5.87 2.93 0.32
H 5.98 4.05 2.29 0.32
H 5.88 2.98 3.69 0.39
H 6.21 4.70 3.91 0.47
H 2.75 4.61 5.10 0.38
H 4.42 5.01 5.46 0.45
H 3.93 3.32 5.41 0.44
C -5.57 5.79 -1.43 -1.59
C -5.49 4.85 -0.21 1.80
C -5.60 5.69 1.07 -1.57
C -6.67 3.89 -0.26 -2.13
C -4.15 4.12 -0.23 -0.24
C -4.04 2.75 -0.37 -0.03
C -2.78 2.19 -0.39 0.14
Br -2.70 0.27 -0.61 -0.17
C -1.55 2.86 -0.27 0.31
O -0.39 2.24 -0.30 -0.05
C -1.68 4.27 -0.11 -0.50
C -2.95 4.83 -0.12 -0.99
C -0.49 5.27 0.02 3.06
C -0.75 6.22 1.20 -1.99
C -0.40 6.08 -1.28 -1.72
C 0.87 4.62 0.28 -1.99
H -6.53 6.31 -1.45 0.45
H -5.47 5.21 -2.36 0.35
H -4.78 6.54 -1.41 0.32
H -6.57 6.19 1.11 0.46
H -4.83 6.46 1.12 0.32
H -5.51 5.05 1.96 0.34
H -7.60 4.45 -0.22 0.44
H -6.66 3.19 0.59 0.40
H -6.68 3.31 -1.19 0.37
H -4.91 2.11 -0.47 0.53
H -3.02 5.91 -0.03 0.20
H -1.61 6.87 1.04 0.43
H 0.12 6.86 1.36 0.46
H -0.93 5.65 2.12 0.36
H -1.33 6.59 -1.50 0.33
H -0.17 5.42 -2.12 0.29
H 0.40 6.82 -1.21 0.45
H 0.86 4.00 1.18 0.28
H 1.61 5.42 0.42 0.88
H 1.19 4.00 -0.56 -0.39
C 2.07 -2.26 2.01 -0.15
O 0.96 -3.01 2.52 -0.13
H 1.86 -1.20 2.09 -0.50
H 2.28 -2.48 0.97 0.03
H 2.94 -2.50 2.61 0.48
C -4.78 -4.21 5.59 -1.67
C -3.68 -4.10 4.57 0.73
C -3.90 -3.53 3.33 -0.92
C -2.89 -3.44 2.37 1.03
C -3.28 -2.85 1.03 -1.90
C -1.61 -3.91 2.68 1.38
As -0.14 -3.87 1.42 0.69
N -0.11 -2.85 0.02 1.08
C 0.12 -3.48 -1.23 0.15
C 1.40 -3.44 -1.80 0.03
C 1.66 -4.03 -3.03 -0.96
C 0.65 -4.66 -3.74 -0.72
C -0.63 -4.68 -3.21 -0.94
C -0.90 -4.09 -1.98 0.06
C 0.33 -5.72 1.01 0.21
C -0.73 -6.58 0.67 0.17
C -2.18 -6.17 0.63 -1.13
C -0.43 -7.90 0.34 -1.01
C 0.86 -8.40 0.35 0.59
C 1.16 -9.83 0.00 -1.60
C 1.89 -7.52 0.70 -1.00
C 1.65 -6.20 1.04 1.08
C 2.83 -5.34 1.41 -1.36
C -1.36 -4.51 3.94 0.31
C -0.03 -5.10 4.36 -1.55
C -2.40 -4.59 4.85 -0.91
H -5.70 -3.74 5.23 0.42
H -4.49 -3.74 6.53 0.31
H -5.00 -5.26 5.80 0.35
H -4.89 -3.16 3.08 0.38
H -3.93 -3.54 0.49 0.48
H -2.42 -2.63 0.40 -0.44
H -3.85 -1.93 1.17 0.81
H 2.20 -2.96 -1.25 0.36
H 2.67 -4.00 -3.43 0.47
H 0.86 -5.13 -4.69 0.41
H -1.44 -5.16 -3.75 0.48
H -1.91 -4.08 -1.59 0.26
H -2.30 -5.13 0.31 -0.49
H -2.64 -6.27 1.61 0.34
H -2.73 -6.79 -0.07 0.56
H -1.25 -8.56 0.08 0.40
H 0.27 -10.34 -0.36 0.38
H 1.53 -10.37 0.88 0.33
H 1.93 -9.88 -0.76 0.37
H 2.91 -7.89 0.73 0.48
H 3.71 -5.96 1.59 0.51
H 2.63 -4.77 2.31 0.14
H 3.08 -4.66 0.59 0.19
H 0.72 -4.32 4.45 0.14
H 0.33 -5.82 3.62 0.06
H -0.13 -5.61 5.31 0.59
H -2.22 -5.05 5.82 0.35
Se -0.27 -1.14 -4.15 0.30
N 0.25 0.13 -3.03 -0.04
C 0.71 1.13 -3.77 0.41
C 1.22 2.36 -3.25 0.29
C 1.67 3.29 -4.13 -0.64
C 1.65 3.07 -5.55 -0.64
C 1.16 1.92 -6.08 -0.79
C 0.68 0.91 -5.20 0.55
N 0.17 -0.25 -5.59 -0.78
H 1.19 2.54 -2.18 0.03
H 2.05 4.23 -3.75 0.47
H 2.02 3.85 -6.20 0.39
H 1.13 1.76 -7.15 0.45
```

Results
gap between HOMO and LUMO = 6.970 eV
calculated total energy = -279614.840 eV
F_max = 0.7 eV/Å
energy above the lowest of the compared OMol25 structures with the same formula, charge and spin = 0.0 kJ/mol
highest occupied orbital energy = -9.454 eV
net charge = +1

***

What is the calculated total energy in the first record? -104778.826 eV

***

The highest F_max belongs to which entry? C63H70N14